{"formula": "C48H127F3N11O13Sr", "method": "wB97M-V/def2-TZVPD", "homo_ev": [-3.021, -8.366], "e_lumo_ha": [0.0139, 0.0133], "total_charge": 0, "multiplicity": 2, "energy_ev": -103821.3499, "elements": ["Sr", "C", "O", "O", "C", "F", "F", "F", "C", "C", "H", "H", "H", "H", "H", "H", "C", "C", "C", "O", "C", "N", "H", "H", "H", "H", "H", "H", "H", "H", "H", "H", "H", "C", "C", "C", "O", "C", "N", "H", "H", "H", "H", "H", "H", "H", "H", "H", "H", "H", "C", "C", "C", "O", "C", "N", "H", "H", "H", "H", "H", "H", "H", "H", "H", "H", "H", "C", "C", "C", "O", "C", "N", "H", "H", "H", "H", "H", "H", "H", "H", "H", "H", "H", "C", "C", "C", "O", "C", "N", "H", "H", "H", "H", "H", "H", "H", "H", "H", "H", "H", "C", "C", "C", "O", "C", "N", "H", "H", "H", "H", "H", "H", "H", "H", "H", "H", "H", "C", "C", "C", "O", "C", "N", "H", "H", "H", "H", "H", "H", "H", "H", "H", "H", "H", "C", "C", "C", "O", "C", "N", "H", "H", "H", "H", "H", "H", "H", "H", "H", "H", "H", "C", "C", "C", "O", "C", "N", "H", "H", "H", "H", "H", "H", "H", "H", "H", "H", "H", "C", "C", "C", "O", "C", "N", "H", "H", "H", "H", "H", "H", "H", "H", "H", "H", "H", "C", "C", "C", "O", "C", "N", "H", "H", "H", "H", "H", "H", "H", "H", "H", "H", "H"], "xyz": [[-19.086482, -19.214143, 10.368513], [-17.721297, -15.600532, 9.515194], [-16.300518, -15.496878, 9.386762], [-18.131184, -16.887411, 9.892589], [-18.241729, -14.325905, 10.240876], [-17.676939, -13.999428, 11.407095], [-18.064508, -13.251528, 9.503716], [-19.526301, -14.292755, 10.512849], [-15.728593, -14.664702, 8.337214], [-14.179609, -14.576221, 8.553022], [-13.614210, -15.499566, 8.678909], [-13.780437, -14.035201, 7.695076], [-13.960777, -13.968881, 9.431298], [-16.039513, -13.620156, 8.356107], [-15.992908, -14.933536, 7.314488], [-18.122687, -15.552740, 8.502915], [-22.965424, -12.633485, 12.983616], [-21.606392, -12.236223, 13.658139], [-21.535802, -12.655311, 15.087920], [-21.324403, -14.110000, 15.171635], [-20.876061, -14.466127, 16.490525], [-20.574567, -12.864795, 12.981674], [-22.996886, -12.384854, 11.922821], [-23.810657, -12.170755, 13.493095], [-23.097976, -13.715236, 13.002017], [-21.523283, -11.171315, 13.440961], [-22.472970, -12.373323, 15.567823], [-20.720970, -12.171604, 15.626606], [-19.867047, -14.085195, 16.648233], [-20.779886, -15.551658, 16.468955], [-21.654928, -14.101669, 17.160328], [-20.746595, -13.688116, 12.422523], [-19.934953, -13.182219, 13.695978], [-23.457034, -17.027004, 10.317430], [-22.006210, -17.392986, 10.612877], [-21.788866, -17.860112, 12.082068], [-20.341227, -17.995790, 12.276800], [-19.581319, -16.916173, 12.792881], [-21.592327, -18.356407, 9.525521], [-24.109875, -17.880872, 10.136293], [-23.502050, -16.392012, 9.432646], [-23.892943, -16.514596, 11.175052], [-21.415375, -16.504530, 10.390055], [-22.184290, -18.874963, 12.124615], [-22.211413, -17.250078, 12.880452], [-19.691537, -16.028706, 12.169699], [-18.516698, -17.138473, 12.720229], [-19.933135, -16.589361, 13.771398], [-21.937164, -19.261561, 9.811687], [-22.080438, -18.192703, 8.656596], [-19.752441, -16.035334, 3.599548], [-18.806387, -16.910933, 4.454173], [-17.496383, -16.151539, 4.740729], [-16.897416, -16.081863, 3.428828], [-16.125401, -14.931748, 3.109205], [-19.496491, -17.256804, 5.690202], [-19.216123, -15.886470, 2.662363], [-20.086185, -15.082655, 4.010794], [-20.661555, -16.600779, 3.394897], [-18.516982, -17.798402, 3.891387], [-16.834628, -16.758328, 5.358766], [-17.718363, -15.153645, 5.118939], [-16.735485, -14.075324, 3.396337], [-15.856349, -14.906713, 2.053232], [-15.235113, -14.887419, 3.736516], [-19.509237, -16.734877, 6.554806], [-20.468973, -17.522802, 5.629935], [-10.995258, -20.681616, 13.075438], [-10.863021, -21.041052, 11.567313], [-10.233306, -19.932006, 10.700909], [-11.136403, -18.899022, 10.921888], [-11.234911, -17.865077, 10.022540], [-10.065155, -22.285310, 11.428795], [-10.014044, -20.691669, 13.550009], [-11.555088, -21.465624, 13.585356], [-11.426941, -19.703687, 13.288499], [-11.877725, -21.247566, 11.226958], [-10.446667, -20.230687, 9.674581], [-9.183524, -19.753985, 10.934088], [-11.417381, -18.126563, 8.980221], [-10.368797, -17.208439, 9.940268], [-12.194344, -17.357105, 10.120350], [-10.486663, -23.063483, 11.915501], [-10.121086, -22.586476, 10.466367], [-23.046920, -17.085226, 5.259792], [-23.743605, -16.040987, 6.127972], [-22.925432, -14.792273, 6.390798], [-21.760034, -15.274499, 7.111939], [-20.936130, -14.203872, 7.606022], [-24.727316, -15.581196, 5.083803], [-23.466287, -18.080239, 5.408741], [-22.011387, -17.172957, 5.588527], [-23.019431, -16.881850, 4.189281], [-24.095459, -16.478521, 7.062241], [-23.438731, -14.068184, 7.023502], [-22.581517, -14.210982, 5.535281], [-21.462763, -13.509548, 8.260755], [-20.613156, -13.540643, 6.803582], [-19.963552, -14.449354, 8.032566], [-25.396948, -14.887615, 5.384897], [-25.270647, -16.398850, 4.846497], [-14.525025, -19.666294, 12.364486], [-16.071781, -20.055896, 11.907655], [-17.144476, -19.653585, 12.932669], [-18.420260, -20.100217, 12.517291], [-19.247588, -20.330700, 13.649540], [-16.367828, -19.525238, 10.567493], [-14.534096, -18.607146, 12.621844], [-13.769151, -19.995730, 11.651589], [-14.215542, -20.277043, 13.212606], [-16.123553, -21.144645, 11.900474], [-17.205959, -18.565342, 12.939520], [-16.803506, -20.176628, 13.826129], [-19.341293, -19.504524, 14.354344], [-18.884147, -21.256691, 14.095123], [-20.284442, -20.456436, 13.337730], [-15.970419, -18.605015, 10.443604], [-15.816906, -20.131484, 9.976684], [-16.031231, -15.095299, 14.131363], [-14.509716, -14.900744, 13.834223], [-13.920700, -15.533474, 12.518306], [-12.475306, -15.418606, 12.506162], [-11.664612, -16.207738, 13.419624], [-14.184869, -13.447032, 13.782897], [-16.655093, -14.756857, 13.304107], [-16.371876, -14.557201, 15.015955], [-16.249991, -16.156213, 14.252579], [-14.026664, -15.462223, 14.633910], [-14.311931, -14.883952, 11.735262], [-14.287229, -16.544131, 12.338522], [-11.647663, -17.246072, 13.088452], [-11.944967, -16.002535, 14.452769], [-10.680147, -15.747920, 13.506204], [-14.639833, -13.080347, 12.959087], [-13.221317, -13.386205, 13.486317], [-13.762830, -22.389418, 8.857861], [-13.860437, -21.773742, 7.487037], [-13.919662, -20.244712, 7.321496], [-15.136132, -19.718262, 7.951708], [-15.169887, -18.394655, 7.696638], [-12.789058, -22.474677, 6.692305], [-12.799388, -22.263843, 9.351929], [-13.833634, -23.476442, 8.819731], [-14.462285, -21.999384, 9.597288], [-14.759794, -22.118574, 6.976798], [-13.881926, -20.046491, 6.250332], [-13.068546, -19.779877, 7.819117], [-14.200773, -17.929595, 7.877285], [-15.912925, -17.790666, 8.217420], [-15.348603, -18.236819, 6.633038], [-13.153828, -23.383244, 6.444200], [-12.680600, -22.048795, 5.782931], [-20.659421, -10.428306, 10.032970], [-19.725356, -9.516500, 10.850950], [-20.468795, -8.350313, 11.474875], [-20.871325, -7.236092, 10.572882], [-19.762129, -6.404541, 10.071363], [-19.254302, -10.405339, 11.911810], [-21.120602, -9.907536, 9.193790], [-21.504560, -10.821066, 10.598290], [-20.114732, -11.293937, 9.656030], [-18.950372, -9.162601, 10.171055], [-19.821832, -7.844733, 12.191767], [-21.305654, -8.792985, 12.015080], [-19.058459, -6.938213, 9.432495], [-19.131336, -5.949365, 10.834916], [-20.188803, -5.626147, 9.438795], [-18.499328, -10.947122, 11.516117], [-19.909806, -11.106418, 12.226316], [-12.207305, -10.489446, 7.962302], [-13.020203, -9.550753, 8.958112], [-14.305119, -10.155408, 9.508666], [-15.303436, -10.086857, 8.519066], [-16.586232, -10.530139, 9.009117], [-12.025132, -9.244500, 9.986977], [-11.406745, -9.885798, 7.534742], [-12.824202, -10.805014, 7.120900], [-11.966909, -11.471577, 8.369395], [-13.190250, -8.653720, 8.362693], [-14.638727, -9.424574, 10.245331], [-14.129273, -11.140833, 9.940082], [-16.601016, -10.835576, 10.055343], [-16.878433, -11.478734, 8.558676], [-17.281728, -9.703138, 8.866153], [-12.261690, -8.419510, 10.519450], [-11.142377, -9.158873, 9.503756], [-11.596869, -16.234160, 6.239111], [-10.388457, -17.079606, 5.604783], [-9.083662, -16.875341, 6.368758], [-8.576797, -15.564560, 6.326520], [-8.037578, -15.121751, 5.057555], [-10.737212, -18.547713, 5.634374], [-12.396194, -16.116371, 5.507462], [-11.224701, -15.240130, 6.487093], [-11.991967, -16.706110, 7.138700], [-10.368905, -16.666129, 4.596441], [-8.419949, -17.676965, 6.044739], [-9.337957, -17.095694, 7.405521], [-7.731780, -15.873772, 4.330197], [-7.277817, -14.359644, 5.230902], [-8.799228, -14.480772, 4.613551], [-9.870533, -19.047250, 5.773715], [-11.316947, -18.683166, 6.450256]], "forces_ev_per_a": [[0.1, 1.0, -1.3], [-0.8, -2.9, -1.3], [0.6, 0.7, -0.2], [0.7, 2.0, 1.0], [0.5, -0.4, 1.0], [1.1, -0.6, 0.9], [0.7, 1.3, -1.9], [-2.2, -1.2, 0.0], [1.1, 0.1, 1.0], [-0.9, 0.2, -0.2], [-0.4, -0.3, -0.2], [0.1, 0.0, -0.1], [-0.1, 0.0, 0.1], [-0.4, 0.0, 0.6], [-0.1, -1.0, 0.0], [-0.2, 1.0, -0.5], [0.4, -0.2, 0.5], [-3.0, -0.4, -1.5], [-0.5, -0.8, 1.1], [-0.1, 1.4, 0.1], [-0.5, -0.1, -1.5], [3.1, -1.0, -1.2], [0.2, 0.4, 0.0], [0.0, 0.1, -0.1], [0.0, -0.1, 0.3], [0.0, 0.5, 1.0], [-0.1, -0.2, 0.4], [0.2, 0.2, -0.1], [-0.1, 0.4, 0.4], [-0.3, 0.0, 0.3], [0.5, -0.2, 0.7], [-0.6, 0.1, 0.0], [0.6, -0.1, -0.4], [-0.4, 0.3, 0.7], [-0.9, 0.6, -1.2], [1.7, -0.3, -1.7], [-0.5, -0.8, 0.1], [-0.8, 1.2, -0.5], [0.8, -0.3, 1.9], [0.2, -0.3, 0.0], [0.0, 0.1, 0.1], [-0.1, 0.4, -0.1], [0.2, 0.2, 0.5], [0.0, -0.1, 0.4], [-0.1, 0.3, -0.3], [-0.1, 0.0, -0.3], [-0.2, -0.3, 0.3], [0.2, -0.4, 0.4], [-0.2, -0.8, 0.0], [0.0, 0.6, -0.2], [0.7, -0.9, -0.8], [-1.1, 1.9, 1.3], [-0.2, -0.7, -1.8], [0.3, -0.1, -0.3], [-0.7, -0.2, 1.3], [-0.1, -1.4, 1.0], [-0.3, 0.3, -0.3], [0.4, 0.0, 0.4], [0.0, -0.1, -0.1], [-0.2, -0.1, 0.1], [0.0, 0.3, 0.5], [0.2, 0.1, 0.3], [0.1, 0.5, -0.4], [-0.2, -0.2, 0.1], [0.4, 0.0, -0.1], [1.0, 0.7, -0.4], [0.5, -0.2, -0.8], [0.7, -0.3, -0.4], [0.6, -0.9, 1.2], [-1.9, -1.4, 0.1], [-0.4, 1.2, 1.0], [-0.5, 0.7, -1.6], [0.0, 0.4, -0.1], [0.2, 0.0, -0.1], [-0.3, 0.1, 0.0], [-0.2, -0.2, -0.3], [-0.2, 0.5, -0.4], [1.0, -0.3, -0.5], [0.0, 0.2, -0.1], [0.5, -1.3, -0.6], [0.0, 0.3, 0.6], [0.3, 0.6, 1.2], [-0.2, 0.1, 0.5], [0.2, 0.1, -0.4], [1.6, -0.9, 1.1], [-0.4, 1.3, -3.3], [1.8, -0.6, 1.4], [0.6, 0.9, 0.7], [-0.2, 0.8, -1.0], [-0.8, -0.2, 1.1], [-0.3, 0.0, 0.0], [-0.3, 0.0, 0.0], [-0.2, 0.4, 0.2], [-0.3, 0.1, 0.0], [-0.4, 0.0, 0.2], [-0.2, -0.5, -0.5], [-0.3, -0.3, 0.5], [-0.2, 0.0, -0.7], [-0.5, -1.0, 0.3], [-0.1, 0.2, 0.4], [-0.3, 0.0, -0.3], [-2.4, -1.1, 0.2], [1.8, 0.5, 0.5], [1.6, 0.1, -1.1], [0.0, -0.1, 0.7], [-0.8, -0.6, -0.1], [0.0, -1.1, 0.7], [0.5, -0.1, -0.2], [-0.4, 0.7, -0.7], [-0.4, 0.3, 0.6], [0.0, -0.1, -0.5], [0.4, 0.1, 0.9], [-0.5, 0.6, 0.6], [0.8, 0.2, 0.0], [-0.2, 0.1, 0.5], [0.2, -0.4, -0.5], [-0.1, 0.5, 0.1], [-0.2, 0.2, -0.8], [0.6, -0.1, -1.1], [-0.4, -0.1, -0.6], [-0.2, 0.5, 1.3], [-0.1, -0.1, 0.0], [-0.9, 1.3, -0.1], [0.1, -0.9, 0.6], [0.1, 0.1, -0.1], [0.4, 0.0, 0.1], [0.0, -0.1, 0.1], [0.4, 0.7, 0.4], [0.4, -0.2, -0.4], [0.3, -0.3, 0.0], [0.1, 0.0, 0.4], [-0.8, -0.8, 0.2], [0.3, -0.2, -1.1], [-0.6, 0.2, -0.1], [0.5, 0.0, 0.3], [0.2, 0.2, 1.2], [-0.3, -1.1, -1.2], [-0.3, -1.1, 1.2], [1.4, -2.9, -0.1], [0.1, 2.8, -1.2], [0.2, 1.0, 0.0], [0.4, 0.5, -0.4], [-0.5, 0.0, -0.2], [-0.5, -0.1, -0.2], [-0.7, 0.2, 0.6], [-0.2, 0.4, -0.1], [0.2, 0.2, 0.0], [0.3, 0.3, 0.3], [-0.3, -0.6, 0.4], [-0.1, 0.2, -0.4], [0.0, -0.3, 0.3], [0.1, 0.5, -0.2], [-0.4, 0.7, -1.0], [-1.8, -1.5, -0.4], [1.0, 1.8, -0.6], [1.0, -0.6, 0.0], [-0.7, -1.0, 0.2], [1.8, 1.1, 0.4], [0.1, 0.1, -0.3], [0.1, 0.1, 0.5], [0.1, 0.0, -0.1], [0.4, -0.1, 0.4], [0.2, -0.4, 0.4], [-0.5, 0.6, -0.2], [-0.1, -0.5, -0.1], [-0.4, 0.0, 0.5], [-0.3, -0.1, 0.3], [0.2, -0.1, 0.2], [-0.3, -0.1, -0.3], [-2.0, 0.2, 0.0], [2.0, -1.3, -1.5], [0.4, 1.8, -0.1], [-0.7, -1.2, 0.0], [0.6, -0.1, -0.1], [-0.6, -0.6, 0.4], [0.4, -0.5, 0.2], [-0.3, 0.5, -0.2], [0.7, 0.4, 0.6], [-0.8, 0.1, 0.0], [0.1, -0.3, 0.9], [-0.1, -0.2, 0.0], [0.4, 0.6, 0.4], [-0.2, 0.4, -0.8], [-0.2, -0.3, -0.2], [0.2, 0.1, -0.1], [0.1, 0.4, 0.5], [1.4, -0.7, -0.7], [-2.1, 0.3, 0.9], [-1.1, 0.1, -0.1], [1.1, -0.3, -0.7], [-1.2, 1.1, 0.6], [0.2, 1.7, -0.4], [-0.1, -0.2, 0.1], [0.0, 0.0, 0.1], [0.0, 0.0, 0.1], [0.5, -0.5, -0.3], [0.8, 0.3, -0.2], [0.3, 0.2, 0.3], [0.1, -0.3, 0.4], [0.6, -0.6, 0.4], [-0.4, -0.3, -0.5], [0.0, -0.4, 0.0], [0.0, -0.3, 0.1]]}